1.
C5H12S2 | the ωB97M-V functional and the def2-TZVPD basis

XYZ file:
```
19
Properties=species:S:1:pos:R:3:forces:R:3
C 1.59991 1.54151 -1.60112 3.5489 -0.2586 1.4777
C 0.98264 2.90666 -1.61958 -2.7907 -0.8129 0.9217
C 1.37988 0.62976 -0.32022 0.9465 0.8439 -1.1504
S 0.54901 -0.89557 -0.72456 0.0314 -0.6323 0.5305
S 0.34267 -1.66968 1.22774 -1.2777 -0.5853 -0.8507
C -1.50140 -2.01724 1.05073 -1.2967 1.7324 -2.8144
C -2.22892 -2.63450 2.23714 -0.9253 0.9872 -0.5396
H 2.73242 1.63941 -1.63647 -0.9829 0.3631 0.4152
H 1.54604 1.12269 -2.56734 -1.0811 -1.2597 -0.9701
H -0.08293 2.77363 -2.01776 1.3619 0.6941 0.4206
H 1.54737 3.58790 -2.18212 0.5555 0.8218 -1.2324
H 0.90057 3.37647 -0.63190 -0.0135 -0.3202 0.0044
H 2.36425 0.42400 0.17629 -0.9550 0.1584 -0.4891
H 0.76823 1.20605 0.33507 -0.4536 0.2547 0.7490
H -1.88132 -1.02229 0.57068 0.3151 -1.2624 1.7504
H -1.78775 -2.64050 0.15576 1.2278 -0.0100 0.7530
H -1.94473 -2.10985 3.12782 0.1738 -0.0356 0.7694
H -1.90996 -3.66240 2.23716 -0.1642 -0.4860 0.5617
H -3.37597 -2.55606 2.18267 1.7796 -0.1924 -0.3069
```
Forces are in eV/Å.

Computed properties:
structure (SMILES): CCCSSCC

2.
C19H13Cl2N3OS2 | the ωB97M-V functional and the def2-TZVPD basis

XYZ file:
```
40
Properties=species:S:1:pos:R:3:forces:R:3
O 3.04148 -0.07977 -1.87203 1.3507 -0.0756 -0.7193
Cl -9.69219 1.26684 -0.77714 0.4169 -0.0935 0.0240
Cl 4.85062 1.93513 1.21545 0.4281 -0.6641 0.1366
N -0.92271 0.98622 0.21400 0.6077 -0.2493 -0.3932
N 0.99937 0.47035 1.53272 2.4283 -1.1774 0.3774
S -0.00594 0.76833 -2.23410 0.4088 -0.0375 0.7067
S -2.91880 1.28436 -1.54560 0.0699 -0.1352 0.0220
C 2.45943 0.14835 -0.83443 -0.5229 -0.6333 -2.5566
C -1.26550 1.03155 -1.04086 0.1250 0.0091 0.4905
C 2.24376 0.00897 1.54068 -1.4893 1.1447 -0.7063
C 0.43809 0.68444 0.30703 -1.2540 0.3424 -0.4281
C 1.08661 0.56574 -0.89422 -0.0659 0.0925 1.7346
C 7.03567 -1.37868 0.66976 -0.3510 -1.7888 -0.8527
C -7.26609 0.00133 -0.78162 0.7354 -0.1059 0.5673
C -7.27407 2.30592 -0.01058 -0.1556 -1.0203 -0.3762
C 6.65996 -0.11875 1.05614 -0.0107 0.6438 -0.1098
C 6.07601 -2.30911 0.22602 -0.3852 0.9321 0.1222
C -5.88601 -0.04299 -0.54287 -0.0251 0.4848 -0.4420
C -5.88901 2.23239 0.22578 -1.8613 -0.6687 -1.2514
C -7.96815 1.16151 -0.51115 0.9454 1.2773 0.5427
C 5.33627 0.25439 0.95215 -0.8735 0.4569 -0.4370
C 4.35061 -0.62413 0.47413 1.4445 -0.2727 0.3190
C 4.72501 -1.92468 0.11297 0.1627 -0.3987 -0.0639
C -5.19354 1.07840 -0.10951 -0.8603 0.0863 0.2553
N 3.02433 -0.16237 0.38371 -2.1522 0.3769 2.0169
C 3.74221 -2.94040 -0.44290 -0.1857 0.2591 0.3221
C -3.72737 1.05739 0.07008 0.0884 0.3675 0.1178
H 2.72747 -0.20701 2.50028 -0.1290 0.0284 -0.4968
H 8.07477 -1.68823 0.58234 -0.0800 0.2848 0.4279
H -7.74891 -0.89601 -1.10210 -0.4214 -0.2600 -0.2734
H -7.84233 3.22211 0.12752 0.1943 -0.1495 0.1728
H 7.39314 0.61996 1.32157 0.1496 0.1505 0.1918
H 6.34187 -3.32396 -0.08835 0.0730 0.4743 0.1614
H -5.26708 -0.90624 -0.76837 -0.4464 -0.2298 -0.0447
H -5.34752 3.08531 0.52618 0.4072 0.9282 0.4796
H 2.69016 -2.66853 -0.21087 0.6635 -0.2182 -0.1805
H 3.85474 -2.98813 -1.54221 -0.1079 -0.1086 0.5499
H 3.97578 -3.91363 0.03044 -0.2694 0.3729 -0.4884
H -3.45704 1.88605 0.71987 0.3602 -0.1749 0.0384
H -3.45511 0.11759 0.52014 0.5875 -0.2503 0.0433
```
Forces are in eV/Å.

Computed properties:
structure (SMILES): Cc1cccc(Cl)c1-n1cnc2nc(SCc3ccc(Cl)cc3)sc2c1=O

3.
C16H17N | the ωB97M-V functional and the def2-TZVPD basis

XYZ file:
```
34
Properties=species:S:1:pos:R:3:forces:R:3
C 3.04333 -0.89161 1.91967 -0.2289 -0.3268 0.3957
C 0.12697 -3.12529 2.72987 0.5150 0.2190 0.3754
C 1.06930 -2.60971 1.81210 -0.3532 -0.6882 -0.1638
C 1.93614 -1.70799 2.51894 -0.6925 0.5002 -0.1829
C 1.43944 -1.64989 3.78833 0.9741 -0.1936 -0.0117
C -0.73787 -4.62597 1.10681 -0.5694 0.3938 0.4566
C -0.75615 -4.14791 2.41268 -0.2614 0.1144 -0.6526
C 0.04255 -4.00355 0.13067 1.1016 -0.1244 0.0944
C 0.98832 -3.05841 0.48858 -0.2337 0.6884 0.1753
N 0.35287 -2.47941 3.93087 -0.3286 -0.4233 0.2267
H -1.42532 -5.42756 0.87829 -0.0046 -0.0009 -0.3047
H -1.53534 -4.48515 3.08318 0.2646 -0.1734 0.2658
H 0.04851 -4.29605 -0.90563 -0.3500 -0.2995 -0.1254
H 1.60317 -2.56287 -0.24970 0.1182 -0.2207 -0.2199
H 0.01618 -2.83021 4.81510 0.0560 0.2098 -0.1749
H 1.91695 -1.18124 4.63809 -0.3799 0.1755 0.0115
H 3.29293 -0.08254 2.60176 0.1968 0.0736 -0.0320
H 2.74814 -0.45178 0.96551 0.0315 -0.0646 0.0136
H 3.91968 -1.52297 1.77223 0.1398 0.1471 -0.1508
C -1.05229 2.16896 -4.35362 -0.3632 -0.4126 -0.3247
C -1.73827 3.25837 -0.82343 0.2937 -0.0542 0.3049
C -1.83787 2.52839 -1.99686 -0.2397 0.1915 0.1389
C -1.22162 4.54417 -0.84245 -0.2205 0.3432 -0.2875
C -1.36757 3.06715 -3.18702 1.0565 -0.0885 -0.3460
C -0.82937 5.11355 -2.04230 -0.5600 0.4981 -0.3248
C -0.85769 4.36801 -3.21358 0.2159 -0.6851 0.4205
H -1.97494 2.81411 0.13396 -0.2767 -0.0854 -0.0500
H -2.25634 1.52945 -1.98213 0.1257 -0.0636 0.0045
H -1.15340 5.15603 0.04379 -0.0823 -0.1411 0.2440
H -0.63988 6.18424 -2.08082 0.5532 -0.2421 0.0596
H -1.76764 1.35759 -4.50338 -0.1343 0.0731 0.1933
H -0.08930 1.68099 -4.18448 0.0362 0.0882 0.0051
H -0.31267 4.67480 -4.10015 -0.4369 0.3684 -0.0820
H -0.99095 2.69427 -5.30490 0.0369 0.2040 0.0479
```
Forces are in eV/Å.

Computed properties:
structure (SMILES): Cc1c[nH]c2ccccc12.Cc1ccccc1

Here are the calculated highest occupied orbital energy numbers, same order: -8.23, -8.56, -7.80 (eV).
Here are the calculated orbital gap numbers, same order: 8.89, 8.68, 8.58 (eV).
Here are the calculated molecular weight numbers, same order: 136.29, 434.37, 223.32 (g mol⁻¹).